{"formula": "C10H18N4O4", "method": "the ωB97M-V functional and the def2-TZVPD basis", "e_homo_ev": -9.30, "total_charge": 0, "relative_energy_ev": 0.111, "e_lumo_ev": 0.58, "smiles": "CNC(=O)CNC(=O)[C@@H](CCC(N)=O)NC(C)=O", "species": ["H", "N", "C", "O", "H", "H", "C", "H", "H", "C", "H", "C", "C", "C", "C", "H", "H", "C", "N", "H", "H", "O", "H", "H", "H", "N", "C", "C", "H", "O", "O", "H", "H", "N", "H", "H"], "coordinates": [[-3.563958, -0.617638, 0.064756], [-1.098889, -0.527942, 3.607916], [-1.078939, -4.696800, 0.331983], [-2.123786, 1.327702, 3.389433], [-2.143852, -4.935117, 0.271005], [0.209502, 1.414068, -2.905073], [-1.343406, -0.838288, 0.151306], [-3.046872, -1.590198, 2.264051], [0.844040, 6.168825, -2.190578], [-3.056966, -0.508735, 2.129778], [-4.029732, -0.153231, 2.354065], [-0.276678, 2.036745, -2.176087], [-2.041760, 0.169350, 3.060130], [1.573867, 5.448617, -2.471794], [-0.925278, -0.108278, -1.118505], [-0.464596, -0.095101, 4.238833], [-1.010513, -1.484499, 3.319503], [-0.978049, -3.252452, 0.790989], [-0.534063, 1.158704, -1.038840], [2.300265, 5.333470, -1.669161], [0.569343, 4.026481, -3.659754], [-1.069247, -0.670634, -2.221707], [-1.568738, -2.613603, -1.031671], [-2.744804, 0.813723, 0.495104], [-0.682485, -5.323937, 1.166996], [0.894745, 4.171298, -2.728076], [-2.728063, -0.248519, 0.641789], [0.659140, 3.203234, -1.784583], [-1.225905, 2.434242, -2.566093], [1.063822, 3.331186, -0.632113], [-0.599958, -3.004304, 1.930464], [-0.605279, -0.628814, 0.922015], [-0.492333, 1.541466, -0.132276], [-1.372326, -2.305020, -0.077048], [2.092767, 5.772492, -3.376811], [-0.611057, -4.885193, -0.658953]], "atomic_forces_ev_per_a": [[0.0, -0.4, -0.5], [1.3, -3.1, 0.0], [0.0, -0.2, 0.3], [-1.0, 2.2, -0.5], [0.0, 0.0, -0.2], [0.0, -0.1, -0.7], [-0.7, -0.2, 0.6], [0.0, -0.1, 0.3], [-0.5, 0.8, 0.3], [1.9, -0.8, -0.7], [-0.8, 0.5, 0.3], [0.1, -0.1, 0.5], [-1.9, 1.0, -0.1], [0.4, -1.2, -0.1], [-0.9, -1.6, -2.7], [0.3, 0.2, 0.3], [0.6, -0.5, 0.1], [0.3, -0.2, 0.7], [0.2, 0.6, 0.1], [-0.1, -0.1, 0.0], [-0.2, -0.2, -0.3], [0.3, 0.4, 1.2], [0.1, 0.5, 0.4], [0.3, 0.7, -0.1], [0.0, 0.5, -1.0], [0.1, -0.7, 0.2], [0.4, -0.4, 0.5], [-0.1, 1.0, 1.1], [0.3, -0.1, -0.1], [-0.3, -0.4, -0.9], [-0.1, 0.2, 0.1], [0.1, -0.1, 0.2], [0.3, 0.9, 1.0], [-0.3, 0.9, -1.1], [-0.1, -0.1, 0.1], [-0.2, 0.0, 0.8]], "nbo_charge": [0.218, -0.801, -0.713, -0.651, 0.232, 0.244, -0.137, 0.211, 0.199, -0.487, 0.238, -0.309, 0.652, -0.411, 0.668, 0.406, 0.421, 0.688, -0.581, 0.231, 0.390, -0.665, 0.424, 0.216, 0.249, -0.612, -0.380, 0.664, 0.217, -0.623, -0.676, 0.238, 0.417, -0.609, 0.204, 0.231]}



{"formula": "C9H13Cl8N", "method": "the ωB97M-V functional and the def2-TZVPD basis", "e_homo_ev": -9.94, "total_charge": 0, "relative_energy_ev": 0.790, "e_lumo_ev": 0.21, "smiles": "c1ccncc1.ClCCl.ClCCl.ClCCl.ClCCl", "species": ["Cl", "H", "C", "H", "Cl", "C", "C", "Cl", "N", "H", "C", "Cl", "C", "H", "Cl", "Cl", "Cl", "H", "Cl", "C", "H", "H", "H", "H", "C", "C", "C", "H", "H", "H", "H"], "coordinates": [[1.846487, -4.987509, -6.570331], [0.694387, -3.072109, -5.882331], [1.255727, -3.358029, -6.771851], [3.827397, -5.707079, 2.996209], [-6.475733, 4.437821, -1.487541], [-0.876213, -0.401239, 2.384319], [2.232157, 5.034401, 1.144889], [6.022967, -4.619289, 2.900709], [-2.743793, -0.868459, 0.886859], [-2.179903, -1.362479, -1.082451], [0.038247, -0.696609, 1.373859], [3.342347, 6.394981, 1.550879], [4.184717, -4.677379, 3.008049], [2.833537, 4.127521, 1.208149], [-6.030363, 4.313621, 1.446919], [0.840977, 4.990441, 2.279459], [3.567027, -4.042069, 4.547159], [1.102637, -0.528179, 1.445199], [2.546957, -2.253989, -7.252891], [-1.815273, -1.132779, -0.092151], [1.844497, 5.135421, 0.131179], [-4.764523, 5.434431, -0.120401], [-2.843933, -0.037999, 2.862369], [-4.533313, 3.635771, -0.154831], [-5.248623, 4.458181, -0.146751], [-0.433803, -1.002039, 0.100009], [-2.224153, -0.476259, 2.094129], [0.195027, -1.185149, -0.758731], [-0.531083, -0.119439, 3.368129], [0.551287, -3.356569, -7.603631], [3.774327, -4.077949, 2.195419]], "atomic_forces_ev_per_a": [[0.1, -0.5, 0.2], [0.6, 0.3, 0.0], [-0.8, 0.1, -0.7], [0.5, 0.1, -0.4], [1.0, -0.2, 0.8], [0.8, -0.5, -0.7], [0.2, 0.3, 0.3], [-1.5, -0.1, 0.1], [1.8, 0.4, 0.2], [-0.3, -0.2, 0.0], [-0.1, 0.5, -0.9], [-0.5, -0.5, -0.3], [0.6, 0.0, 0.3], [-0.3, 0.1, 0.3], [-0.2, 0.0, -0.1], [0.6, -0.2, -0.5], [0.2, 0.2, -0.2], [0.1, -0.2, 0.6], [-0.1, 0.2, 0.4], [-0.5, 0.7, 1.8], [0.1, 0.3, 0.3], [-0.1, -0.3, -0.4], [-0.9, -0.5, -0.1], [-0.3, 0.1, -0.7], [-0.5, 0.3, 0.4], [-1.1, -0.4, 0.3], [-0.1, 0.0, -1.3], [0.3, 0.1, 0.1], [-0.1, 0.1, 0.0], [0.1, -0.1, 0.1], [0.2, -0.2, 0.2]], "nbo_charge": [-0.011, 0.223, -0.414, 0.225, -0.039, -0.259, -0.374, -0.056, -0.408, 0.194, -0.169, -0.037, -0.365, 0.221, -0.038, -0.032, -0.026, 0.215, -0.019, 0.030, 0.222, 0.223, 0.196, 0.228, -0.374, -0.266, 0.027, 0.217, 0.223, 0.220, 0.222]}



{"formula": "C11H11BrFN2", "method": "the ωB97M-V functional and the def2-TZVPD basis", "e_homo_ev": -12.80, "total_charge": 1, "relative_energy_ev": 0.725, "e_lumo_ev": -5.18, "smiles": "CC1=N[N+](C)=Cc2cc(Br)cc(F)c2C1", "species": ["C", "C", "H", "N", "H", "C", "H", "C", "C", "C", "F", "H", "C", "Br", "C", "H", "H", "C", "H", "C", "H", "H", "C", "N", "H", "H"], "coordinates": [[2.328388, 1.021184, 0.005744], [-0.050537, 1.487215, 0.469366], [-0.844579, -2.262839, 0.445572], [-1.979806, 0.531632, -0.608233], [-2.704138, -1.518579, -2.131548], [-0.644767, -1.276779, 0.555226], [-3.075940, -2.296316, -0.470728], [-2.103520, 2.673984, 0.343033], [-1.628185, -0.706313, -0.464247], [3.183708, -1.234753, 0.184333], [1.644322, -3.002200, 0.311899], [-2.456536, 2.945835, -0.567255], [0.761125, -0.800758, 0.301892], [5.113032, 0.700446, -0.257199], [-2.384070, -1.832519, -1.150243], [0.328579, 2.476199, 0.930957], [-2.984674, 2.302878, 0.862108], [1.871090, -1.659285, 0.159865], [-1.770002, -2.643853, -1.428775], [3.352600, 0.170925, 0.047450], [-1.407992, 3.495818, 0.601064], [3.985628, -1.843270, 0.245958], [0.997779, 0.580036, 0.297896], [-1.301352, 1.501487, 0.027695], [2.613378, 2.005899, -0.174714], [-0.843527, -0.816081, 1.462886]], "atomic_forces_ev_per_a": [[-1.7, 0.1, 1.3], [-0.5, 3.3, -0.1], [0.3, -3.1, 0.7], [-0.1, -1.7, -1.1], [-1.2, 0.3, 0.1], [0.8, 3.4, -1.9], [-0.9, 0.3, 0.1], [0.9, -0.5, 0.6], [-0.3, -0.4, 0.4], [-3.6, 3.0, -0.6], [0.0, 1.0, -0.4], [-1.4, 1.0, -2.9], [0.7, -0.4, -0.7], [0.4, 0.5, 0.0], [0.6, 1.7, -0.9], [-1.1, -1.5, -0.9], [0.3, 0.7, 0.9], [-0.1, -1.1, 1.3], [1.5, -0.9, 0.1], [1.3, -2.8, -0.4], [-1.0, -0.6, 0.9], [2.3, -2.1, 0.2], [1.5, -2.2, -1.3], [2.7, -0.2, 2.5], [-0.2, 1.8, -0.1], [-1.0, 0.2, 2.2]], "nbo_charge": [-0.200, 0.187, 0.259, -0.275, 0.257, -0.506, 0.263, -0.407, 0.413, -0.193, -0.312, 0.234, 0.018, 0.146, -0.683, 0.243, 0.251, 0.401, 0.244, -0.079, 0.237, 0.253, -0.147, -0.093, 0.243, 0.246]}



{"formula": "C4H8ClNOS", "method": "the ωB97M-V functional and the def2-TZVPD basis", "e_homo_ev": -8.96, "total_charge": 0, "relative_energy_ev": 3.401, "e_lumo_ev": -0.02, "smiles": "C[C@@H](Cl)[C@@H](O)C(N)=S", "species": ["O", "C", "H", "S", "H", "Cl", "H", "C", "H", "H", "C", "N", "H", "H", "C", "H"], "coordinates": [[-0.751086, 1.477525, 0.487468], [1.012312, -0.014683, -0.630066], [2.869571, 0.896996, 0.496956], [-2.302315, -0.159415, -1.286551], [0.209503, 0.110915, 1.504439], [1.677127, -1.649208, -0.530292], [-1.462518, -2.005567, 1.729246], [2.134985, 0.998957, -0.402888], [-1.633655, 1.478114, -0.129430], [-2.787435, -2.271965, 0.717454], [-0.213957, 0.212571, 0.406122], [-1.775104, -1.749263, 0.600213], [2.752146, 1.341177, -1.368607], [1.270813, 1.944010, -0.120244], [-1.433253, -0.639275, 0.053620], [0.432872, 0.029118, -1.527436]], "atomic_forces_ev_per_a": [[-2.1, 1.6, -2.1], [-0.4, 0.4, 1.6], [-1.7, -0.3, -1.6], [-0.2, 0.3, -0.2], [-0.7, -0.8, -2.0], [-0.2, -0.8, 0.2], [0.0, 1.4, -4.3], [-1.6, 4.0, -0.1], [2.8, 0.1, 1.4], [3.1, 2.4, -2.0], [1.3, -1.1, 3.0], [-2.3, -5.6, 8.4], [-1.6, -1.0, 2.2], [3.3, -1.9, -0.8], [-0.1, 0.8, -2.4], [0.5, 0.5, -1.2]], "nbo_charge": [-0.737, -0.239, 0.240, -0.200, 0.193, -0.063, 0.387, -0.662, 0.488, 0.444, 0.031, -0.741, 0.240, 0.245, 0.136, 0.238]}



{"formula": "C21H23NOS2", "method": "the ωB97M-V functional and the def2-TZVPD basis", "e_homo_ev": -6.63, "total_charge": 0, "relative_energy_ev": 2.031, "e_lumo_ev": -1.53, "species": ["C", "H", "O", "H", "H", "C", "C", "H", "C", "C", "C", "C", "C", "C", "H", "H", "H", "H", "C", "C", "H", "H", "N", "H", "H", "C", "C", "H", "C", "C", "C", "H", "H", "H", "S", "C", "H", "H", "H", "C", "H", "C", "H", "C", "C", "H", "H", "S"], "coordinates": [[4.471056, 0.339363, -2.587896], [-1.780194, -2.733595, 1.990064], [-2.368002, 1.556971, 1.693648], [2.438010, 0.327441, 1.420433], [-4.057490, 2.751206, -0.097013], [0.855048, -1.041538, -2.417069], [0.032415, -1.629015, -3.385116], [4.928578, -0.309279, -3.341306], [-3.925479, 3.323786, 0.824368], [3.680734, -0.231859, -1.573873], [-0.159326, -2.514546, -0.788699], [-1.064400, -3.023627, -1.705650], [2.083761, 0.120468, 0.395001], [1.392260, -1.105922, 0.156714], [-1.834582, -3.721224, -1.371094], [-4.891723, 3.770967, 1.071640], [0.958112, -2.776469, 3.052816], [1.876170, -1.264821, 2.855034], [0.797525, -1.508467, -1.110806], [4.100108, 2.540188, -1.629268], [4.272051, 3.619729, -1.638426], [1.535656, -0.231596, -2.670685], [-0.188172, -2.640051, 0.604590], [-5.610906, 2.012823, 2.374210], [0.120225, -1.317780, -4.419532], [-1.133556, 2.128455, 1.603469], [0.932276, -1.761753, 2.629266], [3.567943, -1.315126, -1.531453], [-0.929521, -2.595515, -3.037858], [-3.538525, 2.424640, 1.969299], [-1.165902, -3.393706, 1.350371], [2.900848, 2.584098, 0.173763], [-1.814599, -3.908743, 0.642166], [5.228315, 2.160991, -3.453835], [-0.936386, 3.696740, 2.126734], [3.323538, 1.967610, -0.629334], [-3.217110, 4.143194, 0.658396], [-4.804886, 0.749292, 1.413949], [-4.501881, 0.885496, 3.171644], [-4.680543, 1.447620, 2.248696], [-1.583790, -3.012933, -3.800565], [4.655732, 1.727438, -2.630793], [-0.660959, -4.129470, 1.994153], [0.746567, -1.828541, 1.172175], [3.036097, 0.594564, -0.617979], [-3.355023, 3.025431, 2.868236], [0.117338, -1.193634, 3.103418], [0.152600, 1.290714, 0.873982]], "atomic_forces_ev_per_a": [[-0.3, 0.0, 0.6], [0.3, -0.2, -0.4], [0.5, 0.1, -0.5], [-0.6, -0.1, -0.6], [0.1, 0.0, 0.0], [0.0, -0.2, -0.4], [-0.2, -0.1, 0.5], [-0.1, 0.3, 0.3], [0.2, 0.4, -0.4], [0.0, 0.5, 0.0], [-0.1, 1.3, -0.2], [0.3, 0.0, -0.4], [2.5, -3.1, 0.8], [0.6, 1.9, -0.1], [0.2, 0.2, -0.4], [0.0, 0.0, 0.0], [0.0, 0.3, 0.0], [-0.2, 0.0, 0.1], [-0.8, -0.8, 0.2], [0.3, -0.2, -0.3], [-0.1, -0.4, 0.0], [-0.3, -0.3, -0.1], [1.1, 0.6, 0.6], [0.2, -0.1, 0.0], [-0.1, 0.1, 0.1], [-0.6, 2.5, 0.7], [0.1, 0.0, 0.4], [-0.1, 0.3, 0.0], [0.2, -0.1, 0.5], [-0.2, -0.7, 0.4], [-0.1, -0.3, 0.5], [0.0, -0.2, -0.5], [0.1, 0.0, 0.3], [-0.1, -0.1, 0.3], [0.3, 0.2, 0.3], [0.0, 0.2, 0.1], [-0.1, -0.3, 0.0], [0.0, 0.1, 0.1], [0.0, 0.0, -0.2], [0.2, -0.1, 0.2], [0.1, 0.1, 0.1], [-0.2, -0.1, 0.1], [-0.2, 0.1, -0.2], [-1.2, -0.6, -0.8], [0.2, 1.0, -0.8], [0.3, -0.2, -0.3], [0.2, -0.1, -0.2], [-2.3, -1.6, -0.6]], "nbo_charge": [-0.226, 0.227, -0.540, 0.241, 0.209, -0.178, -0.214, 0.222, -0.643, -0.205, 0.206, -0.259, 0.013, -0.208, 0.215, 0.210, 0.234, 0.244, -0.069, -0.203, 0.223, 0.233, -0.334, 0.209, 0.219, 0.042, -0.684, 0.227, -0.201, 0.091, -0.412, 0.240, 0.224, 0.219, -0.270, -0.187, 0.242, 0.209, 0.210, -0.617, 0.219, -0.191, 0.213, 0.404, -0.049, 0.212, 0.269, -0.234]}